Molecular formula: C4H7NO2
Method: DFT, wB97M-V/def2-TZVPD

For the frontier orbital gap, the calculation gives 9.4 eV. As for the SMILES: [H]/N=C1/C[C@@]1(O)OC. The LUMO energy is 0.5644 eV. Its relative energy (zero: lowest compared OMol25 entry of this formula, charge and spin) is 410.4 kJ/mol.

Cartesian coordinates (Å):
C1 -1.670 0.207 0.001
C2 -0.844 0.142 -1.293
C3 -0.224 -0.216 0.004
C4 2.124 0.387 0.258
N1 -2.810 0.463 0.411
O1 0.064 -1.518 0.225
O2 0.701 0.685 0.529
H1 -1.114 -0.723 -1.832
H2 -0.824 1.149 -1.630
H3 2.158 -0.737 0.568
H4 2.827 1.080 0.847
H5 2.456 0.452 -0.778
H6 -2.862 0.418 1.488
H7 0.017 -1.787 1.202

Mulliken charges in e: C 0.294; C -0.645; C 0.553; C -0.599; N -0.643; O -0.557; O -0.360; H 0.288; H 0.300; H 0.284; H 0.217; H 0.250; H 0.249; H 0.369

***

Molecular formula: C4H7NO2
Method: DFT, wB97M-V/def2-TZVPD

For the frontier orbital gap, the calculation gives 9.2 eV. The LUMO energy is -0.2457 eV. Its relative energy (zero: lowest compared OMol25 entry of this formula, charge and spin) is 250.1 kJ/mol.

Cartesian coordinates (Å):
C1 1.715 0.029 -0.833
C2 0.260 0.112 -0.689
C3 -0.779 -0.862 -0.269
N1 -1.485 0.081 0.561
C4 -0.722 0.638 1.598
O1 -1.237 1.164 2.562
O2 0.539 0.480 1.268
H1 2.100 -0.745 -0.174
H2 2.087 1.003 -0.495
H3 2.001 -0.108 -1.878
H4 -0.225 0.860 -1.347
H5 -0.353 -1.707 0.286
H6 -1.446 -1.231 -1.060
H7 -2.456 0.288 0.471

Mulliken charges in e: C -1.227; C 0.328; C -0.425; N -0.183; C 0.561; O -0.621; O -0.519; H 0.309; H 0.308; H 0.401; H 0.292; H 0.203; H 0.364; H 0.209

***

Molecular formula: C4H7NO2
Method: DFT, wB97M-V/def2-TZVPD

For the frontier orbital gap, the calculation gives 11.2 eV. As for the SMILES: [H]/N=C1/CO[C@H](C)O1. The LUMO energy is 0.9008 eV. Its relative energy (zero: lowest compared OMol25 entry of this formula, charge and spin) is 163.1 kJ/mol.

Cartesian coordinates (Å):
C1 0.959 -1.002 -1.014
C2 0.076 -1.012 0.300
O1 0.599 -0.267 1.367
C3 0.213 1.073 1.069
C4 -1.098 0.890 0.331
N1 -1.892 1.803 -0.018
O2 -1.230 -0.459 0.105
H1 0.718 -1.808 -1.739
H2 2.020 -1.148 -0.754
H3 0.802 -0.054 -1.511
H4 0.123 -2.071 0.392
H5 0.961 1.559 0.427
H6 0.097 1.664 1.982
H7 -2.690 1.413 -0.523

Mulliken charges in e: C -1.128; C 0.280; O -0.424; C -0.231; C 0.524; N -0.674; O -0.417; H 0.362; H 0.307; H 0.270; H 0.348; H 0.214; H 0.297; H 0.274

***

Molecular formula: C4H7NO2
Method: DFT, wB97M-V/def2-TZVPD

For the frontier orbital gap, the calculation gives 10.1 eV. As for the SMILES: C1=COC=NC1.O. The LUMO energy is 0.7667 eV. Its relative energy (zero: lowest compared OMol25 entry of this formula, charge and spin) is 178.0 kJ/mol.

Cartesian coordinates (Å):
O1 1.336 -0.020 2.400
C1 0.581 0.371 -1.220
C2 0.023 -0.755 -1.636
O2 -1.102 -1.290 -1.038
C3 -1.451 -0.723 0.150
N1 -1.006 0.338 0.667
C4 -0.043 1.145 -0.092
H1 0.380 0.119 2.331
H2 1.485 0.736 -1.699
H3 0.363 -1.379 -2.452
H4 1.498 -0.741 1.784
H5 -2.202 -1.327 0.655
H6 -0.573 2.029 -0.468
H7 0.712 1.496 0.617

Mulliken charges in e: O -0.673; C -0.325; C -0.169; O -0.383; C 0.120; N -0.615; C -0.438; H 0.367; H 0.343; H 0.403; H 0.299; H 0.395; H 0.315; H 0.360

***

Molecular formula: C4H7NO2
Method: DFT, wB97M-V/def2-TZVPD

For the frontier orbital gap, the calculation gives 11.0 eV. As for the SMILES: [H]/N=C(/C)OCC=O. The LUMO energy is 0.7633 eV. Its relative energy (zero: lowest compared OMol25 entry of this formula, charge and spin) is 153.1 kJ/mol.

Cartesian coordinates (Å):
C1 -2.302 -0.243 -0.178
C2 -0.885 0.216 -0.007
N1 -0.567 1.440 0.042
O1 -0.048 -0.865 0.092
C3 1.287 -0.630 0.493
C4 2.096 0.264 -0.435
O2 3.042 0.901 -0.039
H1 -2.622 -0.783 0.719
H2 -2.956 0.616 -0.337
H3 -2.381 -0.932 -1.024
H4 0.429 1.596 0.185
H5 1.347 -0.233 1.514
H6 1.767 -1.615 0.476
H7 1.793 0.266 -1.501

Mulliken charges in e: C -1.006; C 0.759; N -0.663; O -0.328; C -0.491; C 0.001; O -0.463; H 0.271; H 0.317; H 0.289; H 0.291; H 0.360; H 0.292; H 0.372

***

Molecular formula: C4H7NO2
Method: DFT, wB97M-V/def2-TZVPD

For the frontier orbital gap, the calculation gives 8.4 eV. As for the SMILES: C/C(C=O)=C(/[NH3+])[O-]. The LUMO energy is 0.1343 eV. Its relative energy (zero: lowest compared OMol25 entry of this formula, charge and spin) is 210.8 kJ/mol.

Cartesian coordinates (Å):
C1 -1.175 -0.998 1.153
C2 -0.362 -0.069 0.299
C3 -1.024 1.047 -0.327
O1 -2.220 1.282 -0.251
C4 1.012 -0.137 0.380
O2 1.917 -0.534 1.046
N1 1.575 0.346 -1.235
H1 -1.439 -0.558 2.119
H2 -2.104 -1.229 0.623
H3 -0.635 -1.933 1.328
H4 0.726 0.150 -1.761
H5 -0.378 1.779 -0.874
H6 2.297 -0.335 -1.465
H7 1.924 1.289 -1.390

Mulliken charges in e: C -1.248; C 0.232; C -0.220; O -0.564; C 0.738; O -0.542; N -0.598; H 0.267; H 0.333; H 0.352; H 0.381; H 0.276; H 0.317; H 0.276

***

Molecular formula: C4H7NO2
Method: DFT, wB97M-V/def2-TZVPD

For the frontier orbital gap (spin up / spin down), the calculation gives 8.0 / 8.6 eV. The LUMO energy (spin up / spin down) is -0.9006 / 0.0250 eV. Its relative energy (zero: lowest compared OMol25 entry of this formula, charge and spin) is 780.9 kJ/mol.

Cartesian coordinates (Å):
C1 -1.771 -0.074 0.097
C2 0.574 -1.672 1.275
C3 -0.106 0.405 -1.622
C4 -0.520 0.470 -0.161
N1 -2.855 -0.493 0.227
O1 1.318 1.401 0.796
O2 -0.165 1.422 0.730
H1 1.310 -1.353 0.618
H2 0.574 -0.886 2.141
H3 0.006 -2.520 1.283
H4 0.974 0.281 -1.512
H5 -0.260 1.284 -2.285
H6 -0.572 -0.498 -1.891
H7 1.492 2.231 0.304

Mulliken charges in e: C 0.233; C -0.964; C -1.019; C 0.465; N -0.446; O -0.336; O -0.232; H 0.338; H 0.258; H 0.426; H 0.295; H 0.302; H 0.343; H 0.336

***

Molecular formula: C4H7NO2
Method: DFT, wB97M-V/def2-TZVPD

For the frontier orbital gap, the calculation gives 10.6 eV. As for the SMILES: C[C@]1(C(=O)O)CN1. The LUMO energy is 0.7600 eV. Its relative energy (zero: lowest compared OMol25 entry of this formula, charge and spin) is 196.8 kJ/mol.

Cartesian coordinates (Å):
C1 1.552 0.007 0.533
C2 -0.312 -0.686 -1.222
C3 0.024 0.096 -0.047
C4 -0.724 1.366 0.344
N1 -0.682 -1.147 0.101
O1 1.802 -1.289 0.690
O2 2.302 0.912 0.709
H1 -1.092 -0.149 -1.820
H2 0.497 -1.183 -1.688
H3 -0.031 2.123 0.251
H4 -0.939 1.276 1.475
H5 -1.609 1.535 -0.273
H6 -1.640 -1.050 0.499
H7 0.852 -1.812 0.448

Mulliken charges in e: C 0.461; C -0.545; C 0.951; C -1.436; N -0.709; O -0.570; O -0.550; H 0.281; H 0.269; H 0.419; H 0.307; H 0.346; H 0.287; H 0.489

***

Molecular formula: C4H7NO2
Method: DFT, wB97M-V/def2-TZVPD

For the frontier orbital gap (spin up / spin down), the calculation gives 7.6 / 8.3 eV. The LUMO energy (spin up / spin down) is -1.0675 / -0.9276 eV. Its relative energy (zero: lowest compared OMol25 entry of this formula, charge and spin) is 973.6 kJ/mol.

Cartesian coordinates (Å):
C1 0.609 0.217 -0.316
C2 -0.578 -0.517 0.027
N1 -1.467 0.647 -0.311
C3 1.874 -0.228 -0.768
C4 -0.767 -1.775 -0.432
O1 0.935 0.715 0.946
O2 -0.354 1.721 1.948
H1 0.306 2.413 2.108
H2 -2.351 0.547 -0.784
H3 -1.410 1.357 0.443
H4 2.404 0.397 -1.472
H5 2.465 -0.928 -0.192
H6 0.052 -2.477 -0.356
H7 -1.719 -2.088 -0.840

Mulliken charges in e: C 0.948; C 0.306; N -0.393; C -1.029; C -0.843; O -0.365; O -0.543; H 0.295; H 0.189; H 0.301; H 0.293; H 0.333; H 0.265; H 0.243